C3H4N2OS in the gas phase in a non-equilibrium geometry, computed with wB97M-V/def2-TZVPD.

Each line ends with the Mulliken charge.
Element x y z (Å)
O  -0.16  1.90  -0.17  -0.515
C  0.47  0.91  0.48  0.379
C  1.87  0.41  -0.12  -0.017
N  1.93  -0.90  -0.28  -0.468
N  0.56  -1.43  0.20  -0.103
C  -0.37  -0.39  0.15  -0.004
S  -1.90  -0.37  -0.09  -0.429
H  -1.09  1.66  -0.69  0.280
H  0.35  1.04  1.51  0.304
H  2.86  1.10  -0.34  0.311
H  0.35  -2.31  -0.12  0.262

## Properties
* Kohn-Sham gap: 9.33 eV
* HOMO: -0.344 Eh
* SMILES: O[C@@H]1C=NNC1=S
* energy: -699.550554 Eh
* E_LUMO: -0.03 eV
* maximum force: 5.0 eV Å⁻¹